{"formula": "C20H40MoP2Si", "method": "ωB97M-V/def2-TZVPD", "elements": ["H", "H", "C", "P", "H", "C", "H", "H", "P", "H", "C", "H", "C", "H", "C", "C", "H", "H", "H", "H", "H", "H", "C", "H", "H", "H", "C", "H", "C", "H", "H", "H", "H", "H", "C", "Mo", "H", "C", "H", "C", "H", "H", "H", "H", "H", "H", "C", "C", "H", "H", "Si", "H", "C", "H", "H", "C", "H", "H", "C", "C", "C", "H", "H", "C"], "positions_angstrom": [[-1.753869, 2.461258, -3.530643], [1.937800, -4.155633, -0.576533], [-2.409172, 0.751813, -4.745707], [0.439243, 2.502278, 1.257037], [-1.117339, -2.016593, -3.449475], [0.020610, 1.809708, -4.642778], [0.383009, 2.842275, -4.504288], [-0.249024, -4.564725, -1.039186], [0.263304, -2.821451, 0.570297], [0.269674, -0.020014, -0.400179], [0.609576, 1.127903, -5.858391], [-0.837665, -1.963751, 5.012704], [0.795899, 0.672359, -1.089853], [-0.958621, -4.983331, 0.549366], [-0.838125, -1.175587, -4.097986], [1.065955, 4.075310, 1.773220], [-0.161918, -1.823412, 6.656149], [-1.669882, 1.688353, 0.424306], [-1.118910, -3.446559, 2.486579], [0.927411, -1.982833, 5.252020], [2.323902, 1.632475, 0.131984], [-2.774248, 1.234683, -5.675629], [1.506830, 1.072344, 6.368767], [-1.325129, 3.313757, -0.232775], [-2.818452, -1.374168, -4.857015], [-1.698647, 2.065312, 5.512439], [0.599340, -1.088713, -4.464216], [1.679953, 2.079705, 5.960914], [-1.345710, 1.587313, -4.062409], [-1.728656, -3.725051, -0.469624], [2.205150, -0.330002, -5.643904], [0.789588, 4.878074, 1.079880], [0.919719, -0.914284, -6.626269], [1.451733, 2.735005, -0.931000], [-1.567025, 1.110006, 6.043072], [0.034447, 0.385246, -3.261752], [0.631902, 4.284612, 2.753966], [1.329739, 1.878095, -0.258224], [-0.133754, -1.992274, 2.784851], [-1.954275, -0.710158, -5.024461], [-2.430485, 0.468432, 5.814174], [-1.545004, 1.306640, 7.124593], [-0.040725, 1.216087, -6.748885], [1.324939, 1.147854, 7.449633], [1.203676, -1.959333, -4.182287], [1.698233, 0.101874, -1.413587], [-0.774851, -4.168528, -0.157289], [1.102001, -0.353994, -5.685275], [0.619220, -3.619352, 2.901344], [2.152376, 4.030275, 1.869689], [0.042381, 0.333323, 5.452667], [2.679943, -2.981591, 0.552205], [-0.014516, -1.536984, 5.603950], [2.412487, 0.473916, 6.193531], [-1.857576, 3.119264, 1.458890], [-1.254464, 2.674288, 0.655870], [1.995505, -4.510489, 1.175676], [-3.312602, 0.722948, -4.114312], [1.877334, -3.723529, 0.430698], [0.279434, 0.878453, 3.703799], [0.434483, 1.415526, 2.602438], [1.500402, 1.717836, -6.134716], [-1.694294, -0.840461, -6.091465], [-0.122285, -3.011825, 2.363425]], "atomic_forces_ev_per_a": [[0.4, -0.3, 0.0], [0.1, 0.2, 0.3], [-0.9, 0.0, -0.5], [-0.7, -0.7, -2.5], [0.3, 0.1, -0.2], [-0.7, 1.4, -0.3], [-0.1, -0.6, 0.2], [-0.3, 0.2, 0.2], [0.5, -4.3, 1.3], [-0.2, 0.0, -0.3], [0.4, 0.2, -1.3], [0.1, 0.1, 0.3], [-0.4, -0.7, 0.1], [0.2, 0.4, 0.3], [-0.7, -1.1, -1.2], [0.3, 0.4, 0.3], [0.0, 0.1, -0.3], [0.2, 0.1, 0.0], [0.1, 0.2, -0.2], [-0.2, 0.0, 0.2], [0.1, 0.2, -0.1], [0.3, -0.3, 0.3], [0.0, 0.0, -0.5], [0.3, -0.1, 0.2], [0.3, 0.3, -0.2], [-0.1, -0.2, 0.3], [-0.2, -1.7, -0.8], [0.1, -0.2, 0.3], [-0.8, 0.4, -1.6], [0.0, -0.5, 0.0], [-0.4, 0.0, 0.3], [0.0, -0.3, 0.0], [-0.2, 0.2, 0.5], [0.0, 0.2, 0.4], [0.1, 0.0, -0.5], [2.8, 2.2, 6.4], [0.1, 0.1, -0.1], [0.4, -0.2, 0.3], [0.0, -0.5, 0.3], [-0.8, -0.2, -0.5], [0.2, 0.2, 0.1], [0.0, -0.1, -0.3], [0.0, -0.1, 0.5], [0.0, -0.1, -0.3], [-0.1, 0.4, 0.1], [0.0, 0.1, 0.2], [-0.5, 1.1, -1.2], [0.5, -0.1, -1.1], [0.0, 0.2, -0.5], [0.0, 0.0, 0.0], [-0.2, -0.3, 2.0], [0.1, -0.5, 0.0], [0.1, 0.0, -0.4], [-0.2, 0.2, 0.1], [0.0, -0.1, -0.2], [-0.5, 0.2, 0.7], [-0.4, 0.1, 0.2], [0.4, 0.0, 0.0], [0.6, 1.6, -0.9], [0.3, 1.0, -2.7], [-0.2, -0.9, 1.7], [-0.3, -0.3, 0.1], [0.1, 0.1, 0.5], [-0.3, 1.6, 0.2]], "e_tot_ev": -49678.087, "multiplicity": 3, "orbital_gap_ev": [7.04, 2.57], "charge": 2, "homo_energy_ha": [-0.4511, -0.4664], "s2": 2.01}